# 1
# C6H12O

A 2-piece molecular cluster, C6H12O overall (ωB97M-V/def2-TZVPD, OMol25).

Structure (XYZ):
```
19
Properties=species:S:1:pos:R:3:forces:R:3
C -2.0464 -0.4533 -2.0875 -0.1 0.0 -0.1
C -1.5449 -0.9394 0.2705 -0.2 0.1 -0.3
O -0.8408 -1.1877 1.4025 0.3 0.1 0.0
C -1.0896 -0.6485 -0.9474 -0.1 -0.1 0.2
C 2.3743 -0.3097 0.4218 0.0 0.1 0.1
C 1.8249 0.4949 1.3320 0.2 -0.1 -0.1
C 1.0463 1.7365 1.0072 0.0 0.0 0.0
H -1.9917 0.5504 -2.5269 0.1 -0.2 0.1
H -3.0756 -0.6049 -1.7423 0.1 0.0 -0.1
H -1.8578 -1.1793 -2.8863 0.0 0.1 0.0
H -2.6160 -1.0050 0.4496 0.1 0.0 0.0
H 0.0995 -1.0163 1.2304 -0.1 -0.1 0.0
H -0.0187 -0.5988 -1.1485 -0.2 0.0 0.1
H 2.2845 -0.1003 -0.6435 0.0 0.0 0.2
H 2.9538 -1.1854 0.7008 -0.1 0.1 0.0
H 1.9598 0.2593 2.3891 -0.1 0.0 -0.1
H -0.0178 1.6301 1.2538 0.2 0.0 0.0
H 1.1255 1.9718 -0.0583 0.0 0.0 0.1
H 1.4307 2.5855 1.5829 -0.1 -0.1 -0.1
```
Positions in Å, forces in eV/Å.

As for the HOMO energy: -8.5 eV. As for the SMILES: C/C=C/O.C=CC. Its energy above the lowest of the compared OMol25 structures with the same formula, charge and spin is 37.9 kcal per mole. The total charge is 0. The max |F| is 0.35 eV Å⁻¹. The calculation puts the total energy at -8462.7093 eV.



# 2
# C6H12O

A 2-piece molecular cluster, C6H12O overall (ωB97M-V/def2-TZVPD, OMol25).

Structure (XYZ):
```
19
Properties=species:S:1:pos:R:3:forces:R:3
C 1.6742 1.6898 0.0205 0.1 0.0 0.0
C 0.2168 1.9048 -0.3793 0.0 0.0 0.0
C -0.3092 0.8639 -1.3419 -0.4 0.1 0.0
O -1.4814 0.6265 -1.5119 0.5 0.1 0.0
C -1.0938 -1.3812 0.8267 0.1 0.0 0.1
C -0.9655 -2.3563 -0.3068 0.0 0.0 0.0
C -0.0898 -0.9724 1.5987 -0.1 -0.1 -0.1
H 2.0782 2.5769 0.5165 -0.1 -0.1 -0.1
H 2.3013 1.4879 -0.8561 -0.1 0.1 0.1
H 1.7767 0.8428 0.7063 0.0 0.1 -0.1
H -0.4492 1.9253 0.4901 0.1 0.0 -0.2
H 0.1027 2.8736 -0.8870 0.0 -0.1 0.0
H 0.4669 0.3291 -1.9362 -0.1 0.0 0.1
H -2.0936 -0.9831 1.0026 0.2 -0.1 0.0
H -1.4421 -1.9559 -1.2085 0.1 -0.1 0.1
H -1.4612 -3.3038 -0.0628 0.0 0.1 0.0
H 0.0858 -2.5689 -0.5299 -0.1 0.0 0.1
H 0.9259 -1.3384 1.4520 -0.2 0.0 0.0
H -0.2427 -0.2606 2.4069 0.0 -0.1 -0.1
```
Positions in Å, forces in eV/Å.

As for the HOMO energy: -9.6 eV. As for the SMILES: CCC=O.C=CC. Its energy above the lowest of the compared OMol25 structures with the same formula, charge and spin is 31.6 kcal per mole. The total charge is 0. The max |F| is 0.54 eV Å⁻¹. The calculation puts the total energy at -8462.9845 eV.



Copy entry 1 word for word.
# C6H12O

A 2-piece molecular cluster, C6H12O overall (ωB97M-V/def2-TZVPD, OMol25).

Structure (XYZ):
```
19
Properties=species:S:1:pos:R:3:forces:R:3
C -2.0464 -0.4533 -2.0875 -0.1 0.0 -0.1
C -1.5449 -0.9394 0.2705 -0.2 0.1 -0.3
O -0.8408 -1.1877 1.4025 0.3 0.1 0.0
C -1.0896 -0.6485 -0.9474 -0.1 -0.1 0.2
C 2.3743 -0.3097 0.4218 0.0 0.1 0.1
C 1.8249 0.4949 1.3320 0.2 -0.1 -0.1
C 1.0463 1.7365 1.0072 0.0 0.0 0.0
H -1.9917 0.5504 -2.5269 0.1 -0.2 0.1
H -3.0756 -0.6049 -1.7423 0.1 0.0 -0.1
H -1.8578 -1.1793 -2.8863 0.0 0.1 0.0
H -2.6160 -1.0050 0.4496 0.1 0.0 0.0
H 0.0995 -1.0163 1.2304 -0.1 -0.1 0.0
H -0.0187 -0.5988 -1.1485 -0.2 0.0 0.1
H 2.2845 -0.1003 -0.6435 0.0 0.0 0.2
H 2.9538 -1.1854 0.7008 -0.1 0.1 0.0
H 1.9598 0.2593 2.3891 -0.1 0.0 -0.1
H -0.0178 1.6301 1.2538 0.2 0.0 0.0
H 1.1255 1.9718 -0.0583 0.0 0.0 0.1
H 1.4307 2.5855 1.5829 -0.1 -0.1 -0.1
```
Positions in Å, forces in eV/Å.

As for the HOMO energy: -8.5 eV. As for the SMILES: C/C=C/O.C=CC. Its energy above the lowest of the compared OMol25 structures with the same formula, charge and spin is 37.9 kcal per mole. The total charge is 0. The max |F| is 0.35 eV Å⁻¹. The calculation puts the total energy at -8462.7093 eV.